Below is a molecular structure, C38H58Cl2CsN6P, with properties calculated with ωB97M-V/def2-TZVPD.

Each line ends with the Löwdin charge.
Atoms and positions in Å:
Cs (-1.70902, 0.92999, -0.62807)  0.974
C (-1.49759, 4.10666, 2.76621)  -0.176
C (-1.45232, 4.54522, 1.29318)  -0.222
N (-0.36800, 3.94585, 0.52175)  -0.066
C (0.78934, 4.76426, 0.24612)  -0.227
C (1.66976, 4.86855, 1.49485)  -0.227
N (2.07053, 3.57816, 2.03680)  -0.059
C (3.26698, 3.01388, 1.42498)  -0.244
C (3.60342, 1.64452, 2.01504)  -0.179
C (2.81439, 0.47506, 1.42690)  -0.232
N (1.37494, 0.64453, 1.56513)  -0.040
C (0.83761, 0.28270, 2.87374)  -0.205
C (-0.13443, 1.31431, 3.43338)  -0.240
N (-1.23791, 1.62531, 2.55783)  -0.092
C (-2.09929, 2.71348, 2.98630)  -0.245
H (-2.14519, 4.81223, 3.29932)  0.101
H (-0.50514, 4.18539, 3.22346)  0.082
H (-1.37006, 5.64439, 1.25121)  0.105
H (-2.39875, 4.24492, 0.83138)  0.073
H (-0.73753, 3.54525, -0.32830)  0.029
H (0.53212, 5.78742, -0.08812)  0.107
H (1.36211, 4.29175, -0.55698)  0.096
H (1.10650, 5.40746, 2.26347)  0.094
H (2.56254, 5.46563, 1.27603)  0.105
H (1.30606, 2.92421, 1.86578)  0.064
H (4.09675, 3.69915, 1.63541)  0.104
H (3.19638, 2.91942, 0.32857)  0.101
H (3.45551, 1.69777, 3.09894)  0.102
H (4.66559, 1.43566, 1.84611)  0.102
H (3.16860, -0.46547, 1.87618)  0.110
H (3.03569, 0.40705, 0.35859)  0.109
H (0.91739, 0.07531, 0.85924)  0.031
H (1.66181, 0.20967, 3.59272)  0.113
H (0.36816, -0.70908, 2.83645)  0.081
H (0.42434, 2.23342, 3.62501)  0.095
H (-0.47018, 0.94906, 4.42697)  0.111
H (-1.78247, 0.80319, 2.33128)  0.061
H (-2.35745, 2.61408, 4.05819)  0.103
H (-3.01519, 2.64406, 2.38949)  0.074
C (-3.21965, -2.48480, -1.14615)  -0.130
C (-1.71611, -2.74338, -1.03731)  -0.576
C (-1.36122, -4.15124, -1.50853)  -0.122
P (-1.03736, -2.21120, 0.62616)  1.014
C (-1.86995, -3.34929, 1.85654)  -0.544
C (-1.75142, -4.87284, 1.71870)  -0.113
C (-1.57610, -2.86172, 3.28305)  -0.139
C (0.72099, -2.69379, 0.53896)  -0.313
C (1.31965, -3.51509, 1.49728)  -0.087
C (2.67324, -3.81339, 1.51778)  -0.313
C (3.27294, -4.71597, 2.56940)  -0.080
C (3.46709, -3.25219, 0.51635)  -0.079
C (2.92302, -2.42328, -0.43761)  -0.061
C (1.53760, -2.08571, -0.46756)  -0.358
N (1.01460, -1.19834, -1.33871)  0.041
C (1.71222, -0.83016, -2.47522)  -0.224
C (1.92622, 0.53485, -2.78584)  -0.189
C (1.44676, 1.62957, -1.86846)  -0.102
C (2.58706, 0.90227, -3.95302)  -0.033
C (3.04378, -0.02283, -4.87632)  -0.302
C (3.73631, 0.39499, -6.14817)  -0.078
C (2.79214, -1.36184, -4.60171)  -0.040
C (2.13731, -1.77709, -3.45210)  -0.206
C (1.81249, -3.23707, -3.29313)  -0.043
H (-3.56506, -2.69326, -2.16221)  0.079
H (-3.50809, -1.45561, -0.91885)  0.037
H (-3.79082, -3.13464, -0.47595)  0.067
H (-1.19327, -2.03453, -1.68625)  0.058
H (-2.01649, -4.89938, -1.06157)  0.052
H (-0.32966, -4.40478, -1.25860)  0.065
H (-1.48026, -4.22275, -2.59409)  0.074
H (-2.92008, -3.09179, 1.67328)  0.090
H (-0.73718, -5.19968, 1.49761)  0.060
H (-2.39925, -5.24068, 0.92611)  0.051
H (-2.06939, -5.35646, 2.64854)  0.067
H (-0.53422, -3.01201, 3.56821)  0.057
H (-2.20077, -3.40339, 3.99949)  0.069
H (-1.79518, -1.79716, 3.37371)  0.059
H (0.70875, -3.94845, 2.27838)  0.072
H (2.51810, -5.02823, 3.29326)  0.064
H (4.07523, -4.21539, 3.11915)  0.065
H (3.70065, -5.62022, 2.12499)  0.064
H (4.53514, -3.45273, 0.49639)  0.103
H (3.56918, -1.96751, -1.17934)  0.111
H (2.23806, 2.36549, -1.70631)  0.065
H (1.15541, 1.23916, -0.89866)  -0.004
H (0.59227, 2.16688, -2.29575)  0.063
H (2.74522, 1.96165, -4.14139)  0.112
H (4.05998, 1.43556, -6.09493)  0.064
H (3.07479, 0.29985, -7.01402)  0.070
H (4.61706, -0.22290, -6.33879)  0.065
H (3.09776, -2.11555, -5.32441)  0.106
H (1.91072, -3.75041, -4.25220)  0.070
H (0.79076, -3.35502, -2.93169)  0.057
H (2.45891, -3.73111, -2.56503)  0.071
Cl (-2.93688, 3.11299, -2.84470)  0.470
C (-4.49286, 2.49599, -2.22046)  -0.618
C (-5.47514, 2.29712, -3.15885)  -0.221
C (-6.74307, 1.83748, -2.78623)  -0.201
C (-6.95799, 1.58698, -1.41878)  -0.218
C (-5.97511, 1.79769, -0.49181)  -0.624
Cl (-6.36357, 1.44027, 1.19602)  0.513
C (-4.59240, 2.31390, -0.73714)  -0.706
N (-3.67201, 2.49232, 0.11842)  -0.291
H (-5.25730, 2.49505, -4.20338)  0.074
H (-7.51986, 1.66658, -3.51991)  0.050
H (-7.91966, 1.21378, -1.08119)  0.072

Forces on the atoms, in the same order (eV/Å):
0.374 -0.276 -0.251
-0.010 -0.072 -0.148
0.019 0.018 0.258
-0.033 -0.198 -0.261
0.080 0.017 0.128
-0.017 0.007 0.009
0.031 -0.085 -0.027
0.008 -0.020 0.114
0.019 -0.025 -0.020
0.012 0.120 -0.005
-0.097 -0.139 -0.020
0.048 0.095 0.035
-0.083 0.000 0.248
0.247 -0.141 -0.265
-0.038 0.124 0.009
0.010 0.025 0.015
0.003 -0.008 0.017
-0.010 0.001 -0.007
0.024 -0.008 -0.055
-0.080 0.229 -0.018
-0.036 -0.014 0.000
-0.030 -0.008 -0.013
0.018 0.055 -0.012
-0.003 -0.003 0.010
-0.039 0.024 -0.033
0.002 0.012 -0.055
-0.011 0.013 -0.012
0.004 0.008 0.002
0.011 0.000 0.028
0.003 -0.037 0.001
-0.020 -0.010 -0.032
0.047 0.047 -0.047
0.003 -0.072 -0.015
-0.023 0.034 -0.014
-0.025 0.018 -0.018
-0.017 0.026 0.002
-0.095 -0.053 0.180
-0.016 -0.015 0.007
-0.018 -0.012 0.008
-0.054 -0.041 0.063
0.009 0.067 0.137
0.013 0.044 -0.001
0.011 -0.140 -0.096
-0.021 0.103 -0.023
-0.001 0.080 0.052
-0.032 -0.074 -0.069
0.041 -0.159 0.144
-0.068 0.090 -0.072
0.212 -0.148 0.122
-0.042 0.069 -0.103
-0.173 0.070 -0.034
0.052 -0.029 0.029
0.135 0.070 -0.274
-0.184 -0.015 0.200
0.101 0.058 -0.217
-0.061 -0.088 0.116
0.100 0.042 0.000
0.004 0.026 -0.004
0.018 -0.012 -0.023
-0.025 -0.022 0.047
-0.003 0.022 -0.001
-0.070 -0.004 0.078
0.007 0.069 -0.011
0.021 0.001 -0.012
0.033 -0.063 0.045
0.017 -0.010 0.005
0.024 -0.046 -0.034
-0.009 -0.015 0.002
0.000 -0.026 -0.014
0.011 -0.014 -0.009
0.000 0.002 0.010
0.008 -0.038 -0.022
0.003 -0.025 -0.029
0.012 -0.008 0.002
-0.012 0.022 0.024
-0.004 0.014 0.014
0.010 0.015 0.033
-0.009 -0.005 -0.016
-0.006 0.002 0.010
0.000 -0.012 0.028
0.005 -0.022 0.034
0.012 -0.011 0.012
0.001 -0.001 -0.011
-0.009 0.024 -0.030
0.067 0.010 0.034
0.034 -0.037 -0.027
0.001 0.006 0.005
0.002 0.006 0.004
0.010 0.002 -0.017
0.009 0.011 -0.026
-0.005 -0.013 0.007
-0.001 -0.014 0.021
-0.006 -0.007 0.002
0.013 -0.030 0.022
0.014 0.144 -0.005
-0.059 0.025 -0.091
-0.066 -0.064 0.137
-0.019 0.000 -0.054
0.109 0.034 0.027
-0.023 -0.018 -0.010
0.009 0.004 -0.006
0.079 -0.026 0.072
-0.542 0.412 0.049
0.036 0.015 0.003
-0.002 0.000 -0.005
-0.006 0.000 0.013

Output
Charge: -2
Energy above the lowest of the compared OMol25 structures with the same formula, charge and spin (kJ/mol): 15.16
Multiplicity: 1
Energy (hartree): -3093.1653